1.
The following is a quantum chemistry calculation of a structure of composition C19H28BBiN7O4PSTe, from the Open Molecules 2025 dataset.

Calculated values
2S+1 = 2
Charge = -1
Relative energy (zero: lowest compared OMol25 entry of this formula, charge and spin) = 0.0000 eV

The geometry in XYZ format:
```
63
Properties=species:S:1:pos:R:3:forces:R:3:mulliken_charge:R:1
Bi -0.1400 0.2212 0.4150 0.2 -0.2 -0.5 1.54
B 1.2324 2.6732 2.6595 -0.1 -0.1 0.0 0.00
N -0.2547 3.0195 2.3655 -0.1 0.3 0.1 -0.05
C -1.0081 4.0147 2.8473 -0.1 0.0 0.0 -0.16
C -2.2933 3.8721 2.3481 -0.1 0.0 0.0 -1.07
C -2.2288 2.7293 1.5517 0.1 0.1 0.2 -0.59
N -0.9914 2.2312 1.5738 -0.2 0.2 0.1 0.36
N 1.1889 1.2951 3.3560 0.1 0.1 0.2 0.10
C 1.5054 0.9780 4.6191 0.0 -0.1 0.0 -0.05
C 1.1349 -0.3343 4.8510 -0.1 0.0 0.0 -1.15
C 0.5744 -0.7531 3.6435 0.1 0.2 0.1 -0.33
N 0.6169 0.2380 2.7557 0.0 -0.3 0.2 -0.01
H 1.6743 3.4910 3.4203 0.1 0.1 0.0 -0.17
H 1.8263 2.5958 1.6106 0.1 0.0 -0.1 -0.10
H -0.5910 4.7498 3.5148 0.1 0.0 0.0 0.44
H -3.1496 4.4984 2.5297 0.0 0.0 0.0 0.40
H -2.9989 2.2581 0.9645 0.0 0.0 0.0 0.53
H 1.9693 1.7015 5.2683 0.0 0.0 0.0 0.42
H 1.2453 -0.9064 5.7553 0.0 0.0 0.0 0.40
H 0.1570 -1.7095 3.3846 0.0 -0.1 0.0 0.34
O -0.1163 -0.5508 -2.0353 0.0 0.3 0.2 -0.86
N 1.0200 -0.4066 -2.7053 0.5 0.0 -0.3 0.72
C 2.1619 -0.7602 -2.0709 0.2 0.1 0.1 -0.38
C 3.3874 -0.7222 -2.6800 0.0 0.0 0.1 -1.06
C 3.4562 -0.3115 -4.0122 -0.1 0.0 -0.1 -0.20
C 2.3039 0.0634 -4.6530 0.3 -0.1 0.2 -0.70
C 1.0409 0.0602 -4.0120 -0.3 -0.1 0.2 -0.01
S -0.3506 0.5713 -4.8126 -0.4 0.1 0.0 -0.42
H 2.0223 -1.0859 -1.0473 0.1 -0.1 -0.2 0.65
H 4.2696 -1.0188 -2.1317 -0.1 0.0 0.1 0.48
H 4.4070 -0.2900 -4.5305 0.0 0.0 0.0 0.36
H 2.3104 0.3769 -5.6857 0.0 0.1 0.0 0.42
C 1.4000 -3.8881 -2.5657 -0.1 -0.1 0.2 -1.30
C 0.2646 -3.6792 -1.5800 0.0 0.2 -0.3 0.58
O 0.6214 -4.2165 -0.3003 0.2 0.2 0.6 -0.31
P 0.7083 -3.2268 0.9900 -0.6 -0.8 -0.9 -0.07
O 1.3314 -1.9128 0.6139 -0.2 0.4 0.2 -0.71
Te 1.5347 -4.5634 2.7141 0.1 0.0 0.3 -0.33
O -0.8710 -2.8168 1.1954 0.4 0.1 0.2 0.21
C -1.8453 -3.7953 1.5380 -0.3 -0.1 0.1 -0.37
C -2.9890 -3.1045 2.2578 0.2 0.0 -0.1 -1.20
H 1.1757 -3.3754 -3.5030 0.0 0.0 0.0 0.32
H 1.5542 -4.9497 -2.7638 0.0 0.0 0.0 0.40
H 2.3199 -3.4733 -2.1528 0.0 0.0 -0.1 0.26
H -0.6357 -4.2007 -1.9178 0.0 0.0 0.1 0.33
H 0.0282 -2.6157 -1.5073 0.0 -0.1 0.0 -0.14
H -1.3956 -4.5603 2.1778 0.0 0.0 0.0 0.32
H -2.2034 -4.2841 0.6257 0.1 0.0 0.0 0.25
H -2.6309 -2.6603 3.1874 0.0 0.0 0.0 0.27
H -3.7779 -3.8222 2.4860 0.0 0.0 0.0 0.39
H -3.3979 -2.3083 1.6333 -0.1 0.0 0.0 0.26
C 0.2480 3.7018 -1.3073 -0.1 0.0 0.0 -1.22
C -0.9811 2.9403 -1.6545 -0.1 0.0 0.1 0.02
N -1.3655 1.8116 -1.1097 0.0 -0.1 -0.3 0.63
C -2.5761 1.4801 -1.6643 0.0 0.0 -0.1 -0.73
C -2.9426 2.4442 -2.5439 -0.2 -0.1 0.0 -0.67
N -1.9286 3.3697 -2.5217 0.1 0.0 0.0 0.06
H 0.9193 3.0600 -0.7394 0.0 0.0 0.0 0.05
H -0.0016 4.5623 -0.6815 0.0 0.0 0.0 0.29
H 0.7566 4.0558 -2.2045 0.0 0.0 0.0 0.48
H -3.0665 0.5549 -1.4137 -0.1 0.0 -0.1 0.46
H -3.7933 2.5387 -3.1938 0.0 0.0 0.0 0.39
H -1.8421 4.1447 -3.1520 0.1 0.1 0.0 0.22
```
Forces are in eV/Å.



2.
The following is a quantum chemistry calculation of the ion C28H49IN3O2S with charge +1, from the Open Molecules 2025 dataset.

Calculated values
Charge = +1
Energy = -57325.1968 eV

The geometry in XYZ format:
```
84
Properties=species:S:1:pos:R:3:forces:R:3:mulliken_charge:R:1
C 3.6348 -3.0458 2.0174 0.3 -0.1 0.1 -1.04
C 4.0353 -3.2697 0.5484 -0.4 -0.4 0.4 -0.56
C 3.0703 -2.5639 -0.4427 0.8 -0.1 0.5 0.47
C 3.7870 -1.7037 -1.4925 -0.2 -0.2 -0.2 -1.39
C 2.8597 -0.6393 -2.1216 0.0 -0.5 0.3 -0.31
C 2.8301 0.6726 -1.3024 -0.1 -0.4 -0.1 0.95
C 3.0870 1.9390 -2.1222 -0.2 -0.3 -0.3 -1.33
C 2.0287 2.2242 -3.2081 -0.2 0.1 0.2 -1.24
C 0.5721 2.0033 -2.7734 -0.7 0.5 -0.7 0.95
C -0.0982 3.2372 -2.1534 0.6 -0.2 0.8 -1.08
C -1.3944 2.9418 -1.3620 0.2 0.7 -0.4 0.58
C -2.4017 1.9611 -2.0432 -0.3 0.4 1.1 -1.86
C -2.2884 0.5302 -1.6065 1.0 -0.4 -2.0 0.92
N -2.6245 -0.0008 -0.4609 -0.3 0.6 -0.2 0.66
C -3.2060 0.8405 0.5932 -0.1 -0.8 1.0 -2.15
C -2.2778 1.1362 1.7815 0.0 1.3 1.2 0.57
C -2.7582 2.4852 2.3763 -0.6 -0.4 -0.5 -1.61
O -0.9258 1.2480 1.3901 -0.5 0.0 -0.1 0.50
C -0.0040 1.3212 2.4811 1.0 -0.2 -0.1 -1.38
C 1.0253 2.3988 2.2361 -0.5 -0.2 0.1 0.33
C 0.8922 3.6928 2.6950 -0.7 0.1 0.5 -0.19
C 1.8865 4.6067 2.4525 0.3 1.2 0.2 -0.86
C 3.0132 4.2658 1.7460 0.8 -0.2 -0.6 -0.62
C 3.1589 2.9728 1.2715 0.3 0.4 -0.1 -0.69
C 2.1573 2.0713 1.5208 0.1 -1.3 -0.2 0.38
C -2.4319 -1.4404 -0.3392 0.6 -0.9 1.2 -0.31
I -0.7512 -1.9356 1.0280 0.1 0.5 0.0 0.13
C -3.6084 -2.1863 0.3313 -0.2 0.4 -1.4 -1.47
C -3.4531 -3.7285 0.4180 -1.0 -0.8 0.8 -0.08
O -4.5827 -4.3423 -0.2091 0.2 0.3 -0.5 -0.60
C -3.3443 -4.2853 1.8629 1.4 0.3 0.5 -0.60
N -2.1410 -5.1382 2.0675 -0.1 0.3 -0.2 -0.66
C -1.9312 -2.0198 -1.7099 -0.6 -0.1 -0.7 0.13
N -2.7773 -2.9193 -2.4574 0.2 0.1 0.6 -0.54
S -1.6786 -0.5570 -2.8058 -0.3 0.5 1.3 -0.21
H 4.1023 -3.7849 2.6772 0.0 0.1 -0.1 0.41
H 3.9493 -2.0631 2.3873 -0.2 0.0 -0.1 0.27
H 2.5511 -3.1576 2.1498 0.1 0.1 0.0 0.17
H 3.9884 -4.3542 0.3928 0.1 0.2 -0.2 0.32
H 5.0811 -2.9824 0.3996 -0.2 0.1 -0.1 0.36
H 2.4964 -3.3637 -0.9264 -0.2 0.4 -0.1 0.30
H 2.3890 -1.9449 0.1569 0.0 0.0 -0.2 -0.40
H 4.1752 -2.3775 -2.2658 0.0 0.2 0.1 0.35
H 4.6591 -1.2229 -1.0322 -0.1 0.0 -0.1 0.52
H 3.1274 -0.5018 -3.1747 0.0 0.3 0.2 0.60
H 1.8524 -1.0871 -2.1178 0.1 0.2 -0.2 -0.20
H 1.8689 0.7236 -0.7757 0.2 0.2 -0.2 -1.20
H 3.5851 0.5953 -0.5083 0.0 0.1 -0.2 0.92
H 4.0426 1.7974 -2.6435 0.0 0.3 0.2 0.38
H 3.1700 2.8051 -1.4563 0.0 -0.1 -0.1 0.41
H 2.1921 1.6443 -4.1231 0.2 -0.1 0.3 0.46
H 2.1383 3.2714 -3.5221 0.0 -0.1 0.0 0.40
H 0.4263 1.1605 -2.0937 0.4 0.0 -0.1 -0.68
H 0.0040 1.7610 -3.6859 0.1 -0.1 0.2 0.33
H 0.6143 3.6381 -1.4155 -0.2 0.1 -0.1 0.29
H -0.2330 4.0435 -2.8824 -0.1 -0.3 -0.1 0.36
H -1.1155 2.6560 -0.3444 -0.2 -0.3 -0.2 -0.53
H -1.9190 3.9011 -1.2755 0.0 -0.2 0.1 0.56
H -3.4071 2.2972 -1.7555 0.1 -0.1 -0.2 0.38
H -2.3348 2.0492 -3.1282 0.0 -0.3 0.1 0.68
H -4.0664 0.2954 0.9943 0.0 0.2 -0.1 0.44
H -3.5976 1.7841 0.2171 0.3 -0.2 -0.5 0.57
H -2.3850 0.4084 2.6012 0.1 -0.3 -0.5 0.52
H -2.7008 3.2525 1.5957 0.3 0.0 0.3 0.33
H -2.2012 2.7705 3.2668 0.0 0.0 -0.1 0.38
H -3.8205 2.4072 2.6470 0.2 0.0 0.1 0.45
H -0.4739 1.4434 3.4612 -0.3 0.1 -0.3 0.62
H 0.5490 0.3701 2.5003 -0.3 0.0 0.1 0.36
H 0.0264 4.0030 3.2754 0.0 -0.1 -0.1 0.37
H 1.8269 5.6289 2.8157 -0.3 -0.2 0.1 0.40
H 3.8033 4.9765 1.5258 -0.2 0.1 0.2 0.42
H 4.0472 2.6900 0.7160 -0.1 0.0 0.1 0.56
H 2.2525 1.0454 1.1667 0.0 0.2 0.2 0.13
H -3.8649 -1.7330 1.2910 0.2 -0.1 0.0 0.66
H -4.4657 -2.0059 -0.3404 0.0 0.0 0.2 0.48
H -2.5988 -4.1086 -0.1447 0.0 0.3 0.0 0.36
H -5.3845 -4.1178 0.2784 0.1 -0.1 0.1 0.41
H -4.2006 -4.9105 2.1257 -0.2 0.4 -0.2 0.37
H -3.2491 -3.4458 2.5681 -0.5 -0.1 -0.1 0.31
H -1.7264 -4.8895 2.9604 -0.1 -0.3 0.0 0.29
H -1.4243 -4.8898 1.3928 -0.1 -0.1 0.0 0.22
H -0.9619 -2.4680 -1.5186 -0.1 0.0 -0.4 0.55
H -2.4051 -3.8595 -2.4879 -0.2 0.0 0.1 0.30
H -3.7424 -2.9239 -2.1519 0.0 -0.2 -0.1 0.26
```
Forces are in eV/Å.



3.
The following is a quantum chemistry calculation of a structure of composition C41H42Cl4F4N6ORhSSi, from the Open Molecules 2025 dataset.

Calculated values
Charge = +1
Relative energy (zero: lowest compared OMol25 entry of this formula, charge and spin) = 0.3146 eV

The geometry in XYZ format:
```
101
Properties=species:S:1:pos:R:3:forces:R:3:mulliken_charge:R:1
Rh 0.8947 0.8583 0.9963 0.1 -0.3 -1.5 -0.83
C 0.7125 -3.0158 2.2070 -0.1 0.0 0.0 -1.93
C -0.3311 -1.9493 2.5943 0.5 -0.1 -0.7 2.44
C -1.1599 -2.5099 3.7547 0.1 0.0 0.1 -1.68
C -1.2443 -1.7755 1.3651 0.0 0.0 0.1 -1.67
Si 0.5869 -0.2924 2.9778 -1.3 1.2 2.0 1.63
C 2.0605 -0.5313 4.2424 0.4 -0.1 -0.7 2.62
C 1.7062 -1.3656 5.4851 0.0 -0.1 0.0 -1.88
C 2.6299 0.8345 4.6497 -0.1 0.0 0.1 -1.97
C 3.2665 -1.2576 3.6031 0.0 0.0 0.1 -2.14
C -0.8053 1.0477 3.8587 1.7 -1.7 -1.1 2.91
C -0.7579 0.6663 5.3323 -0.8 0.7 0.2 -2.21
C -0.3706 2.4871 3.6196 -0.5 0.1 0.4 -1.63
C -2.1875 0.7835 3.2775 -0.3 0.7 0.4 -1.87
H 0.1946 -3.8925 1.8055 0.0 0.0 0.0 0.60
H 1.2949 -3.3500 3.0651 0.0 0.0 0.0 0.34
H 1.4015 -2.6692 1.4313 0.0 0.0 0.0 0.27
H -1.5810 -3.4698 3.4377 0.0 0.0 0.0 0.58
H -1.9942 -1.8738 4.0328 0.0 0.0 0.0 0.27
H -0.5641 -2.6952 4.6477 0.0 0.0 0.0 0.25
H -1.6938 -2.7417 1.1149 0.0 0.0 0.0 0.60
H -0.6879 -1.4417 0.4854 0.0 -0.1 0.0 0.13
H -2.0536 -1.0724 1.5366 0.0 0.0 0.0 0.35
H 0.8613 -1.0018 6.0552 0.0 0.0 0.0 0.29
H 2.5749 -1.3642 6.1511 0.0 0.0 0.0 0.57
H 1.5111 -2.4060 5.2211 0.0 0.0 0.0 0.35
H 1.9197 1.4855 5.1537 0.0 0.0 0.0 0.31
H 3.0117 1.3527 3.7701 0.1 0.0 0.0 0.26
H 3.4761 0.6859 5.3275 0.0 0.0 0.0 0.65
H 3.0335 -2.2443 3.2097 0.0 0.0 0.0 0.32
H 4.0306 -1.3899 4.3758 0.0 0.0 0.0 0.57
H 3.7296 -0.6631 2.8203 0.1 0.0 0.0 0.37
H 0.2017 0.8595 5.7965 0.0 0.0 0.0 0.45
H -1.0494 -0.3684 5.5049 0.0 0.0 0.0 0.40
H -1.4893 1.2868 5.8721 0.0 0.0 0.0 0.53
H 0.5487 2.7332 4.1491 0.0 0.0 0.0 0.08
H -1.1495 3.1647 3.9972 0.1 0.0 0.1 0.67
H -0.2338 2.7133 2.5672 -0.1 0.1 0.0 -0.15
H -2.6056 -0.1682 3.5877 0.0 0.0 0.0 0.36
H -2.2188 0.8478 2.1969 0.0 0.0 0.0 -0.20
H -2.8675 1.5612 3.6543 0.0 -0.1 0.0 0.63
Cl 1.7412 -0.6218 -0.8350 0.0 -0.3 0.1 -0.16
C 2.6583 0.0667 0.5714 0.0 0.3 0.0 -1.03
H 3.3965 0.7781 0.2085 0.0 -0.1 -0.1 0.48
H 3.1109 -0.7715 1.0801 0.0 0.0 0.1 0.47
Cl -0.7773 6.5928 5.2583 0.0 0.0 0.0 -0.20
C -0.0960 6.7992 3.6818 0.0 0.0 0.0 0.22
C -0.7731 6.3140 2.5732 0.0 0.0 0.0 -1.10
C -0.2035 6.4689 1.3221 0.0 0.0 0.0 0.40
C 1.0244 7.1015 1.1504 -0.1 0.0 0.0 -0.44
C 1.6463 7.1645 -0.2299 0.0 0.0 0.0 -0.36
C 2.6224 5.9971 -0.4832 -0.1 0.1 0.0 -1.39
N 2.3851 4.8318 0.3542 0.2 -0.1 0.0 0.28
C 2.8481 4.6882 1.6383 0.0 0.0 0.0 -1.18
C 2.3867 3.4914 2.0790 0.1 0.1 -0.1 -1.02
N 1.6530 2.8967 1.0782 0.0 -0.5 0.9 0.81
C 1.6693 3.7363 0.0601 -0.1 -0.1 -0.2 -0.76
O 0.6614 7.1460 -1.2451 0.0 0.0 0.0 -0.23
C 0.0765 8.4487 -1.3898 0.0 0.0 0.0 -0.75
C -1.0454 8.4252 -2.3683 0.0 0.0 0.0 -0.08
C -2.3533 8.2315 -2.0336 0.0 0.0 0.1 0.71
Cl -2.9718 7.9257 -0.4636 0.0 0.1 -0.1 -0.15
S -3.4145 8.3780 -3.3675 0.0 -0.1 -0.1 -0.16
C -2.1009 8.6902 -4.4232 0.0 0.0 0.0 -0.35
C -0.9132 8.6881 -3.7648 0.0 0.0 0.0 -1.03
C 1.6632 7.5859 2.2835 0.0 0.0 0.0 0.59
Cl 3.2335 8.3291 2.1431 0.0 0.0 0.0 -0.17
C 1.1208 7.4469 3.5509 0.0 0.0 0.0 -0.72
H -1.7356 5.8338 2.6863 0.0 0.0 0.0 0.61
H -0.7316 6.1132 0.4467 0.0 0.0 0.0 0.57
H 2.2356 8.0828 -0.3231 0.0 0.0 0.0 0.84
H 3.6421 6.3221 -0.2855 0.0 0.0 0.0 0.33
H 2.5543 5.7100 -1.5311 0.0 0.0 0.0 0.41
H 3.4591 5.4384 2.1092 0.0 0.0 0.0 0.56
H 2.5289 3.0320 3.0357 0.0 0.0 0.0 0.33
H 1.2064 3.5824 -0.9016 0.0 0.0 0.0 0.65
H 0.8556 9.1364 -1.7358 0.0 0.0 0.0 0.48
H -0.2826 8.7996 -0.4177 0.0 0.0 0.0 0.45
H -2.2811 8.8700 -5.4706 0.0 0.0 0.0 0.48
H 0.0353 8.8891 -4.2428 0.0 0.0 0.0 0.43
H 1.6416 7.8293 4.4169 0.0 0.0 0.0 0.50
F -0.9504 1.4113 -2.5817 0.0 0.0 0.0 -0.24
C -1.6754 2.3336 -3.2093 0.0 0.0 0.0 -0.05
C -1.6819 2.3512 -4.5490 0.0 0.0 0.0 0.09
F -0.9682 1.4546 -5.2006 0.0 0.0 0.0 -0.29
C -2.4396 3.3298 -5.3133 0.0 0.0 0.0 0.16
C -3.2288 4.2439 -4.5012 -0.1 0.0 0.0 0.37
C -3.2040 4.2327 -3.1596 0.0 0.0 0.0 0.14
F -3.9678 5.0752 -2.4850 0.0 0.0 0.0 -0.35
C -2.4008 3.2935 -2.4043 -0.1 0.0 0.0 1.04
C -2.3572 3.2912 -1.0401 -0.2 -0.1 0.1 0.76
C -1.6525 2.2998 -0.2896 0.1 -0.1 -0.1 -0.19
N -1.0866 1.5335 0.3516 0.2 0.5 0.1 -0.09
C -3.0240 4.2275 -0.1813 0.1 0.1 -0.1 -0.53
N -3.4572 4.9681 0.5822 -0.1 -0.1 0.1 -0.50
F -4.0296 5.0857 -5.1204 0.0 0.1 0.0 -0.29
C -2.4084 3.3860 -6.6701 0.0 0.0 -0.1 1.22
C -1.6521 2.4789 -7.4860 -0.1 -0.1 0.1 -0.20
N -1.0971 1.7614 -8.1896 0.0 0.1 0.0 -0.43
C -3.1115 4.3705 -7.4423 0.0 0.1 0.2 -0.15
N -3.6367 5.1791 -8.0653 0.0 -0.1 -0.1 -0.42
```
Forces are in eV/Å.



4.
The following is a quantum chemistry calculation of a cluster of 6 separate species, C6H23NO5 in total, from the Open Molecules 2025 dataset.

Calculated values
Relative energy (zero: lowest compared OMol25 entry of this formula, charge and spin) = 2.5241 eV

The geometry in XYZ format:
```
35
Properties=species:S:1:pos:R:3:forces:R:3:mulliken_charge:R:1
C -2.9589 -0.3688 -0.5167 -0.9 2.3 1.4 -1.41
C -1.4871 0.0588 -0.5033 -0.2 2.0 -0.5 0.84
C -0.6382 -0.7395 0.4142 0.9 -3.4 2.1 -0.93
C 0.8979 -0.6724 0.4195 0.2 0.5 -0.4 1.11
C 1.3919 0.5611 0.4663 0.6 1.5 -0.9 -0.77
N 2.6628 1.0576 0.9431 -0.4 -1.2 -0.6 -0.57
C 1.6982 -1.8758 0.8244 -0.1 0.5 0.8 -1.63
H -3.4572 0.4267 0.1150 0.0 -0.8 -0.6 0.32
H -3.5290 -0.3511 -1.4676 0.8 -0.4 0.4 0.34
H -3.0969 -1.2443 0.0912 -0.2 -0.8 -0.3 0.43
H -1.3962 1.1879 -0.3234 -0.1 -2.1 0.3 0.50
H -1.0931 0.0091 -1.5080 0.4 -0.3 -0.1 -0.47
H -0.7272 -0.6297 1.5206 -1.2 0.9 -0.5 0.00
H -1.0038 -1.8359 0.4405 0.8 1.2 -0.9 0.28
H 0.7781 1.3859 0.0960 -0.1 -0.2 0.3 0.52
H 3.2416 0.2487 1.1666 0.1 0.4 0.2 0.21
H 3.1501 1.6288 0.2490 -0.3 -0.2 0.2 0.24
H 1.7122 -1.9141 1.9167 -0.4 -0.5 -0.1 0.27
H 2.7614 -1.8345 0.6230 0.3 0.3 -0.6 0.45
H 1.3112 -2.7749 0.3916 -0.3 -0.6 -0.2 0.35
H 0.8391 0.4485 -3.5889 -0.2 -0.3 0.1 0.29
H -0.6963 0.1592 -3.3181 0.2 -0.2 -0.1 0.31
O -0.0388 0.8309 -3.5056 0.1 0.5 -0.4 -0.59
H -1.1107 2.7761 -2.6527 -0.3 -0.2 0.3 0.28
H -2.1409 2.3368 -1.5333 0.1 0.3 -0.5 0.35
O -1.2198 2.5592 -1.7158 0.0 0.8 -0.1 -0.64
H 0.2914 -0.5066 3.1421 0.0 -0.6 -0.2 0.30
H 1.2420 0.4611 3.6101 0.6 -0.6 -0.3 0.36
O 1.2452 -0.4696 3.2841 -0.5 0.8 1.2 -0.67
H -0.3465 -3.1724 -1.9175 0.0 0.5 -0.4 0.33
H -0.2109 -1.9272 -2.8566 0.2 -0.1 0.4 0.29
O -0.5380 -2.8284 -2.8058 -0.1 -0.4 0.1 -0.64
H 1.5651 2.3606 2.5258 -0.4 -0.4 0.2 0.33
H 0.0452 2.5164 2.8138 0.1 0.0 0.0 0.31
O 0.8562 2.1318 3.1598 0.3 0.8 -0.1 -0.69
```
Forces are in eV/Å.



5.
The following is a quantum chemistry calculation of an isolated molecule of C5H8N2, from the Open Molecules 2025 dataset.

Calculated values
Relative energy (zero: lowest compared OMol25 entry of this formula, charge and spin) = 0.6353 eV

The geometry in XYZ format:
```
15
Properties=species:S:1:pos:R:3:forces:R:3:mulliken_charge:R:1
C -0.8445 0.8559 -2.0023 0.0 0.0 -0.1 -0.88
N -0.1894 0.4081 -0.7996 0.2 -0.1 0.1 0.19
C 0.8467 1.0467 -0.1880 -0.1 0.0 0.2 -0.26
C 1.1075 0.3870 1.0002 -0.7 0.2 -0.1 -0.80
C 0.2037 -0.6951 1.0893 0.0 0.2 0.1 0.77
N 0.1473 -1.5766 2.1914 0.0 -0.1 -0.1 -0.61
C -0.6074 -0.6478 -0.0125 0.0 -0.2 -0.2 -0.84
H -0.1300 1.4266 -2.5990 -0.1 -0.1 0.0 0.31
H -1.1793 -0.0058 -2.5839 0.0 0.1 0.0 0.32
H -1.7065 1.4936 -1.7741 0.1 -0.1 0.0 0.28
H 1.3043 1.9175 -0.6525 -0.2 -0.2 0.3 0.35
H 1.5816 0.7252 1.8943 1.0 0.3 -0.1 0.33
H 1.0431 -1.6414 2.6645 -0.2 0.1 -0.1 0.27
H -0.1002 -2.5041 1.8812 -0.1 -0.1 0.1 0.25
H -1.4378 -1.2750 -0.2957 0.1 0.0 -0.1 0.33
```
Forces are in eV/Å.